This record from the Open Molecules 2025 dataset describes C23H58BBrN5O5S2 as an isolated structure in a non-equilibrium geometry. The level of theory is ωB97M-V/def2-TZVPD.

```
95
C23H58BBrN5O5S2 | the Open Molecules 2025 dataset | ωB97M-V/def2-TZVPD
C -1.06 -2.76 6.24
C -1.69 -3.20 4.89
C -3.25 -3.22 4.86
Br -3.82 -5.06 5.32
S -4.02 -1.92 5.90
O -3.21 -0.67 5.75
O -3.92 -2.39 7.31
N -5.57 -1.52 5.40
S -6.61 -2.83 5.34
O -6.43 -3.53 4.03
O -6.60 -3.72 6.53
B -8.33 -2.06 5.32
O -8.44 -0.66 5.45
N -9.56 -2.82 5.14
C -9.33 -4.25 4.89
C -10.51 -2.63 6.24
H 0.00 -3.07 6.22
H -1.05 -1.66 6.28
H -1.52 -3.21 7.12
H -1.37 -4.24 4.72
H -1.24 -2.61 4.08
H -3.59 -3.04 3.83
H -9.18 -0.43 4.88
H -8.74 -4.75 5.67
H -8.85 -4.37 3.91
H -10.30 -4.77 4.82
H -10.04 -2.95 7.19
H -11.41 -3.26 6.12
H -10.85 -1.60 6.34
C 1.61 -2.11 2.51
C 0.74 -1.89 1.29
N 0.82 -0.55 0.75
C -0.21 -0.26 -0.24
C -0.18 -1.05 -1.55
C 2.15 -0.08 0.41
C 2.96 -0.90 -0.60
H 1.39 -1.38 3.29
H 1.43 -3.11 2.92
H 2.68 -2.05 2.27
H -0.30 -2.08 1.59
H 0.98 -2.66 0.54
H -0.18 0.81 -0.47
H -1.18 -0.41 0.24
H 0.61 -0.70 -2.21
H -1.12 -0.90 -2.08
H -0.07 -2.12 -1.39
H 2.74 -0.02 1.34
H 2.09 0.95 0.07
H 2.90 -1.97 -0.43
H 4.02 -0.62 -0.54
H 2.65 -0.70 -1.63
C 4.79 3.12 1.00
C 5.70 3.92 0.08
N 5.74 3.39 -1.27
C 6.80 3.98 -2.08
C 6.73 5.47 -2.40
C 4.46 3.24 -1.94
C 3.58 4.48 -2.10
H 5.07 2.06 1.01
H 4.86 3.50 2.02
H 3.74 3.20 0.71
H 6.71 3.88 0.50
H 5.39 4.97 0.11
H 6.88 3.42 -3.02
H 7.75 3.79 -1.56
H 5.98 5.69 -3.16
H 7.69 5.81 -2.79
H 6.50 6.07 -1.51
H 3.88 2.49 -1.40
H 4.62 2.79 -2.92
H 3.54 5.09 -1.20
H 2.56 4.18 -2.34
H 3.92 5.11 -2.92
C 2.72 -1.20 -6.49
C 2.01 -0.01 -7.11
N 0.69 0.24 -6.56
C -0.08 1.20 -7.33
C 0.43 2.64 -7.41
C 0.63 0.40 -5.11
C 1.47 1.52 -4.48
H 2.10 -2.10 -6.56
H 3.66 -1.39 -7.01
H 2.96 -1.03 -5.44
H 1.90 -0.21 -8.18
H 2.67 0.87 -7.03
H -1.11 1.21 -6.95
H -0.16 0.81 -8.35
H 0.25 3.18 -6.48
H -0.11 3.18 -8.20
H 1.49 2.69 -7.65
H 0.93 -0.55 -4.66
H -0.41 0.53 -4.81
H 2.48 1.57 -4.90
H 1.57 1.34 -3.41
H 1.00 2.49 -4.60
```

- HOMO energy: -5.5 eV
- Kohn-Sham gap: 7.40 eV
- Total charge: -1